The following is a quantum chemistry calculation of a molecular structure, C30H35N7W, from the Open Molecules 2025 dataset.

Calculated values
- Strongest force on any atom: 0.010 Eh/bohr
- HOMO (spin up / spin down): -0.7019 / -0.7076 Ha
- Total charge: +4
- Kohn-Sham gap (spin up / spin down): 7.2 / 6.8 eV
- Energy: -43898.6436 eV
- ⟨S²⟩: 2.02
- Energy relative to the best compared isomer or geometry (same formula, charge and spin): 13.3 kJ/mol
- Multiplicity: 3

Geometry as XYZ:
```
73
Properties=species:S:1:pos:R:3:mulliken_spin:R:1
W 0.350 -0.144 0.782 1.429
N 2.500 -3.127 -4.232 0.000
C 1.548 -2.113 -3.592 0.002
C 2.218 -0.726 -3.480 0.001
C 2.517 -0.291 -2.039 -0.011
N 1.313 0.298 -1.339 0.049
C 3.050 -1.471 -1.255 0.051
C 1.952 -2.510 -1.058 -0.045
N 1.180 -2.170 0.187 0.050
C 0.993 -2.621 -2.258 0.025
H 2.802 -2.806 -5.158 0.000
H 2.043 -4.035 -4.373 0.000
H 3.350 -3.295 -3.687 0.000
H 0.728 -2.076 -4.309 -0.001
H 1.608 0.013 -4.001 0.000
H 3.174 -0.726 -4.011 0.000
H 3.263 0.501 -2.079 -0.003
H 0.497 0.219 -1.944 -0.001
H 1.461 1.302 -1.282 0.026
H 3.443 -1.155 -0.288 -0.002
H 3.906 -1.900 -1.782 0.001
H 2.401 -3.488 -0.871 -0.004
H 1.802 -2.400 0.961 0.012
H 0.415 -2.834 0.303 0.016
H 0.106 -2.005 -2.079 0.000
H 0.609 -3.639 -2.355 0.000
C 2.528 3.763 1.347 -0.004
C 2.236 2.401 1.238 0.029
N 1.033 1.955 0.871 -0.021
C 0.082 2.872 0.523 0.030
C 0.280 4.250 0.636 -0.002
C 1.545 4.686 1.080 0.008
C -0.781 5.146 0.270 -0.001
C -1.943 4.667 -0.227 0.000
C -2.136 3.255 -0.414 0.001
C -3.300 2.712 -0.995 0.016
C -3.392 1.354 -1.174 -0.008
C -2.347 0.532 -0.750 0.039
N -1.230 1.007 -0.192 0.033
C -1.130 2.366 -0.030 -0.003
H 3.520 4.068 1.649 0.000
H 2.991 1.657 1.452 0.011
H 1.745 5.747 1.180 0.000
H -0.626 6.211 0.387 0.000
H -2.741 5.340 -0.509 0.000
H -4.108 3.367 -1.299 0.000
H -4.264 0.900 -1.623 0.000
H -2.426 -0.540 -0.852 0.007
C 0.340 1.043 3.634 0.022
N -0.471 0.367 2.615 -0.004
C -1.629 -0.174 2.958 0.012
C -2.126 -1.139 2.099 0.030
C -3.276 -1.931 2.042 0.092
C -3.113 -2.781 0.948 0.009
C -1.873 -2.490 0.393 0.081
N -1.242 -1.494 1.078 -0.029
C 1.751 0.533 3.515 0.032
C 2.042 -0.523 2.632 0.064
C 3.370 -0.962 2.464 -0.009
C 4.396 -0.329 3.133 -0.001
C 4.096 0.711 4.018 0.009
C 2.790 1.144 4.202 -0.002
H -0.065 0.844 4.629 -0.003
H 0.321 2.125 3.482 0.000
H -2.113 0.101 3.891 -0.006
H -4.113 -1.895 2.723 0.000
H -3.792 -3.548 0.613 0.001
H -1.434 -2.967 -0.474 -0.006
H 1.232 -1.254 2.458 -0.026
H 3.602 -1.839 1.870 0.002
H 5.418 -0.666 3.022 0.000
H 4.897 1.181 4.576 0.000
H 2.585 1.955 4.890 0.001
```